1.
ORCA calculation (ωB97M-V/def2-TZVPD) on a cluster of 5 separate species, C35H37F13N2O2S in total.

For the HOMO energy, the calculation gives -9.26 eV. As for the orbital gap: 6.97 eV. Its largest force on an atom is 0.1631 hartree/bohr. The calculation puts the total energy at -3311.929993 Ha. The energy above the lowest of the compared OMol25 structures with the same formula, charge and spin is 556.62 kJ/mol.

Geometry as ORCA input:
```
! RIJCOSX wB97M-V def2-TZVPD def2/J DEFGRID3
* xyz 0 1
C 0.54 -0.50 4.19
C 1.02 0.49 2.98
N 2.24 -0.21 2.42
N 1.49 1.84 3.57
C 1.00 3.06 2.76
O 0.92 4.34 3.11
C 0.52 2.36 1.32
C 1.66 2.10 0.16
C 3.03 2.95 0.52
O 2.73 4.40 0.37
C -0.17 1.00 1.98
C -0.65 0.07 0.71
C -1.74 -1.09 1.08
C -3.33 -0.63 0.85
F -3.47 -0.13 -0.53
F -4.06 -1.96 0.85
C -3.97 0.22 2.05
F -5.31 -0.40 2.38
F -3.15 0.02 3.31
S -4.25 2.03 1.84
F -5.65 1.88 2.87
F -5.30 1.89 0.50
F -2.85 2.32 0.91
F -3.34 2.30 3.30
F -4.54 3.72 1.81
H -0.61 -0.35 4.38
H 0.75 -1.60 3.85
H 1.17 -0.29 5.17
H 2.04 -0.73 1.54
H 3.04 0.47 2.28
H 0.82 1.92 4.38
H -0.31 2.94 0.71
H 1.94 0.95 0.06
H 1.22 2.41 -0.90
H 3.49 2.67 1.56
H 3.83 2.70 -0.33
H 2.76 4.85 1.27
H -1.02 1.33 2.75
H 0.29 -0.48 0.23
H -1.09 0.77 -0.11
H -1.57 -1.61 2.14
H -1.57 -1.97 0.29
F 1.23 -2.16 6.23
C 2.48 -2.60 6.43
C 3.53 -1.69 6.47
C 4.83 -2.14 6.68
C 5.07 -3.51 6.84
C 4.01 -4.42 6.80
C 2.70 -3.96 6.59
H 3.33 -0.63 6.34
H 5.65 -1.44 6.73
H 6.08 -3.87 7.01
H 4.19 -5.48 6.92
H 1.87 -4.65 6.56
F 0.86 0.19 -1.55
C 0.36 0.34 -2.78
C 1.18 0.79 -3.81
C 0.66 0.94 -5.09
C -0.68 0.64 -5.34
C -1.50 0.20 -4.30
C -0.98 0.04 -3.02
H 2.22 1.02 -3.60
H 1.30 1.28 -5.90
H -1.09 0.76 -6.34
H -2.55 -0.03 -4.49
H -1.60 -0.32 -2.20
F -0.76 2.20 -8.18
C -1.80 2.92 -8.63
C -1.57 4.11 -9.31
C -2.65 4.86 -9.78
C -3.95 4.41 -9.55
C -4.17 3.22 -8.86
C -3.09 2.47 -8.40
H -0.55 4.45 -9.47
H -2.48 5.78 -10.32
H -4.80 4.99 -9.91
H -5.19 2.87 -8.68
H -3.25 1.53 -7.87
F 0.42 -2.32 0.02
C 0.73 -3.62 0.14
C -0.03 -4.57 -0.53
C 0.30 -5.92 -0.41
C 1.38 -6.30 0.40
C 2.13 -5.34 1.07
C 1.81 -3.99 0.94
H -0.86 -4.25 -1.14
H -0.28 -6.67 -0.94
H 1.63 -7.36 0.50
H 2.96 -5.64 1.70
H 2.39 -3.23 1.45
*
```

2.
ORCA calculation (ωB97M-V/def2-TZVPD) on a structure of composition C35H37F5OP2PtTe.

For the HOMO energy (alpha / beta), the calculation gives -8.09 / -8.09 eV. As for the orbital gap (alpha / beta): 7.42 / 5.38 eV. Its largest force on an atom is 0.0549 hartree/bohr. The calculation puts the total energy at -3000.284005 Ha. As for the expectation value of S²: 2.03. The energy above the lowest of the compared OMol25 structures with the same formula, charge and spin is 107.18 kJ/mol.

Geometry as ORCA input:
```
! RIJCOSX wB97M-V def2-TZVPD def2/J DEFGRID3
* xyz 0 3
Pt -0.28 4.46 0.83
C 0.07 5.52 3.73
C 0.49 4.32 3.19
C -0.12 3.00 3.65
C -1.21 2.41 2.74
C -2.09 3.46 2.06
C -2.60 4.60 2.67
C -2.45 4.93 4.09
C -1.16 5.77 4.46
C -0.98 5.29 -0.77
H 0.66 6.40 3.51
H 1.58 4.22 3.15
H -0.45 3.04 4.70
H 0.69 2.24 3.65
H -0.71 1.84 1.93
H -1.82 1.67 3.28
H -2.57 3.12 1.14
H -3.14 5.31 2.07
H -2.51 4.06 4.76
H -3.30 5.60 4.33
H -1.39 6.83 4.35
H -1.00 5.56 5.53
H -0.65 6.35 -0.77
H -2.06 5.36 -0.56
H -0.80 4.79 -1.72
P 2.46 -3.02 -1.55
P -0.60 -3.20 -2.80
C 1.15 -4.03 -0.80
C -0.10 -4.13 -1.33
C 3.91 -4.17 -1.38
C 4.01 -5.20 -0.42
C 5.16 -5.99 -0.32
C 6.24 -5.77 -1.19
C 6.14 -4.78 -2.20
C 4.97 -4.02 -2.30
C 2.72 -1.78 -0.23
C 1.70 -0.81 -0.06
C 1.82 0.13 0.95
C 2.92 0.13 1.80
C 3.93 -0.82 1.62
C 3.84 -1.78 0.61
C -1.33 -4.70 -3.69
C -0.45 -5.70 -4.16
C -0.95 -6.89 -4.71
C -2.34 -7.08 -4.81
C -3.22 -6.07 -4.39
C -2.72 -4.88 -3.84
C -2.12 -2.36 -2.22
C -2.59 -1.32 -3.04
C -3.77 -0.67 -2.72
C -4.49 -1.02 -1.58
C -4.01 -2.04 -0.75
C -2.82 -2.70 -1.05
H 1.43 -4.58 0.11
H -0.79 -4.91 -1.02
H 3.19 -5.40 0.26
H 5.22 -6.78 0.45
H 7.15 -6.36 -1.10
H 6.97 -4.63 -2.91
H 4.87 -3.29 -3.10
H 0.83 -0.83 -0.72
H 1.05 0.89 1.07
H 3.00 0.85 2.60
H 4.80 -0.83 2.26
H 4.61 -2.53 0.47
H 0.63 -5.57 -4.07
H -0.26 -7.67 -5.06
H -2.73 -8.01 -5.21
H -4.30 -6.21 -4.47
H -3.41 -4.12 -3.49
H -2.03 -1.06 -3.94
H -4.14 0.12 -3.37
H -5.42 -0.51 -1.34
H -4.57 -2.32 0.14
H -2.46 -3.50 -0.41
F 0.78 8.32 0.93
Te -0.81 8.73 1.90
F -2.26 9.39 2.95
F 0.12 8.57 3.57
F -0.12 10.49 1.90
F -1.77 9.25 0.34
O -1.28 6.97 1.79
*
```